Entry P
{"formula": "C5H13NO2", "method": "ωB97M-V/def2-TZVPD", "elements": ["C", "C", "N", "C", "H", "H", "H", "H", "H", "H", "H", "H", "H", "H", "O", "C", "O", "C", "H", "H", "H"], "coordinates": [[2.22, -0.05, 0.79], [1.74, 0.12, -0.64], [0.59, 1.04, -0.74], [-0.15, 0.92, -2.02], [1.41, -0.45, 1.39], [2.99, -0.82, 0.79], [2.59, 0.85, 1.26], [2.57, 0.47, -1.26], [1.44, -0.84, -1.04], [0.94, 1.98, -0.66], [-0.16, 0.84, 0.09], [0.48, 1.21, -2.86], [-1.04, 1.53, -1.95], [-0.41, -0.12, -2.13], [-1.37, 0.63, 0.88], [-1.56, -0.62, 0.78], [-0.92, -1.37, 0.03], [-2.65, -1.22, 1.66], [-3.27, -0.41, 2.04], [-3.24, -1.93, 1.09], [-2.19, -1.75, 2.50]], "gap_ev": 9.3, "multiplicity": 1}



Entry Q
{"formula": "C5H13NO2", "method": "ωB97M-V/def2-TZVPD", "elements": ["C", "C", "C", "C", "C", "N", "O", "O", "H", "H", "H", "H", "H", "H", "H", "H", "H", "H", "H", "H", "H"], "coordinates": [[-0.35, 0.05, -1.27], [-1.19, -0.35, -0.23], [1.46, 0.52, 0.82], [-1.19, -0.07, 2.53], [0.52, -0.90, -2.03], [-0.45, 1.35, -1.82], [-0.46, 0.26, 1.35], [2.18, -0.63, 0.79], [2.13, -1.01, -0.09], [0.42, 1.69, -2.22], [-0.82, 2.04, -1.18], [-2.15, 0.16, -0.13], [-1.27, -1.41, -0.04], [1.43, 1.14, -0.07], [1.59, 1.04, 1.75], [-0.63, 0.28, 3.40], [-1.33, -1.16, 2.62], [-2.15, 0.45, 2.53], [1.56, -0.53, -2.10], [0.54, -1.88, -1.56], [0.18, -1.03, -3.06]], "gap_ev": 6.6, "multiplicity": 1}



Which structure is the most stable? The one labeled entry P.



Entry P
{"formula": "C5H13NO2", "method": "ωB97M-V/def2-TZVPD", "elements": ["C", "C", "C", "C", "C", "O", "N", "O", "H", "H", "H", "H", "H", "H", "H", "H", "H", "H", "H", "H", "H"], "coordinates": [[2.32, -0.54, -0.65], [1.64, -0.72, 0.69], [0.02, -0.91, 0.68], [-0.65, 0.21, -0.07], [-0.39, 1.62, 0.43], [-0.44, 0.15, -1.44], [-2.20, -0.27, 0.19], [-2.95, 0.33, -0.92], [1.92, -1.23, -1.40], [2.23, 0.48, -1.01], [3.40, -0.75, -0.55], [2.01, -1.63, 1.16], [1.92, 0.10, 1.37], [-0.27, -0.94, 1.73], [-0.18, -1.87, 0.18], [-1.16, 2.31, 0.05], [0.57, 2.00, 0.07], [-0.39, 1.68, 1.52], [-1.35, 0.12, -1.81], [-2.55, 0.26, 1.00], [-3.49, -0.41, -1.23]], "gap_ev": 10.6, "multiplicity": 1, "smiles": "CCC[C@@](C)(O)NO"}



Entry Q
{"formula": "C5H13NO2", "method": "ωB97M-V/def2-TZVPD", "elements": ["C", "C", "C", "C", "N", "C", "O", "H", "H", "H", "H", "H", "H", "H", "H", "H", "H", "H", "O", "H", "H"], "coordinates": [[-2.44, -0.38, -1.37], [-1.30, -0.83, -0.49], [-0.77, 0.15, 0.58], [0.11, -0.44, 1.69], [1.32, 0.38, 1.74], [2.56, -0.07, 1.46], [2.86, -1.21, 1.14], [-3.37, -0.23, -0.86], [-2.10, 0.42, -2.05], [-2.81, -1.15, -2.12], [-0.51, -1.15, -1.20], [-1.61, -1.75, 0.05], [-0.22, 0.87, -0.01], [-1.72, 0.62, 0.92], [-0.27, -0.59, 2.70], [0.25, -1.47, 1.35], [1.17, 1.37, 1.65], [3.36, 0.69, 1.58], [1.77, 1.36, -1.92], [2.48, 1.35, -2.59], [1.23, 2.08, -2.24]], "gap_ev": 10.1, "multiplicity": 1, "smiles": "CCCCNC=O.O"}



Which structure is the most stable? The one labeled entry Q.



Entry P
{"formula": "C5H13NO2", "method": "ωB97M-V/def2-TZVPD", "elements": ["C", "C", "C", "C", "C", "N", "H", "H", "H", "H", "H", "H", "H", "H", "H", "O", "H", "H", "O", "H", "H"], "coordinates": [[1.52, 2.00, -0.29], [0.31, 1.42, -0.21], [-0.27, 0.84, -1.43], [-1.51, -0.09, -1.40], [-2.07, -0.51, -0.28], [-3.35, -1.03, -0.22], [1.86, 2.35, 0.70], [2.02, 2.23, -1.18], [-0.16, 1.37, 0.76], [-0.33, 1.67, -2.16], [0.53, 0.29, -2.02], [-2.06, -0.12, -2.38], [-1.58, -0.56, 0.76], [-3.63, -1.19, 0.75], [-3.80, -1.49, -0.97], [1.70, -1.51, 3.21], [0.86, -1.34, 3.64], [2.26, -2.25, 3.20], [2.49, -0.45, -0.45], [2.82, -0.23, 0.39], [2.39, -1.41, -0.43]], "gap_ev": 8.1, "multiplicity": 1, "smiles": "C=CC/C=C/N.O.O"}



Entry Q
{"formula": "C5H13NO2", "method": "ωB97M-V/def2-TZVPD", "elements": ["C", "C", "C", "C", "N", "C", "O", "H", "H", "H", "H", "H", "H", "H", "H", "H", "H", "H", "O", "H", "H"], "coordinates": [[-0.48, -0.91, -2.08], [-0.40, -0.84, -0.55], [1.06, -0.50, -0.14], [1.32, 1.01, -0.15], [0.77, 1.91, 0.83], [-0.44, 2.50, 0.73], [-1.21, 2.25, -0.17], [-0.23, 0.05, -2.51], [0.04, -1.82, -2.36], [-1.52, -1.07, -2.35], [-0.66, -1.77, -0.04], [-1.05, -0.07, -0.14], [1.26, -0.98, 0.83], [1.78, -0.96, -0.81], [2.38, 1.10, -0.11], [1.01, 1.39, -1.12], [1.27, 2.10, 1.68], [-0.62, 3.26, 1.49], [-1.76, -2.05, 2.32], [-1.32, -2.47, 3.07], [-1.17, -2.12, 1.57]], "gap_ev": 10.5, "multiplicity": 1, "smiles": "CCCCNC=O.O"}



Which structure is the most stable? The one labeled entry Q.



Entry P
{"formula": "C5H13NO2", "method": "ωB97M-V/def2-TZVPD", "elements": ["C", "C", "N", "C", "C", "O", "C", "O", "H", "H", "H", "H", "H", "H", "H", "H", "H", "H", "H", "H", "H"], "coordinates": [[-1.19, 0.53, 2.82], [0.01, 0.46, 1.83], [-0.43, 0.63, 0.46], [0.18, -0.23, -0.53], [1.57, 0.23, -1.00], [2.32, -0.80, -1.63], [-0.73, -0.38, -1.76], [-0.24, -1.54, -2.46], [-2.08, 0.91, 2.32], [-0.96, 1.17, 3.66], [-1.45, -0.46, 3.19], [0.72, 1.25, 2.11], [0.53, -0.48, 1.99], [-0.56, 1.59, 0.15], [0.25, -1.24, -0.12], [2.24, 0.57, -0.20], [1.40, 1.06, -1.69], [1.84, -1.12, -2.38], [-1.74, -0.64, -1.44], [-0.72, 0.51, -2.39], [-0.96, -2.00, -2.92]], "gap_ev": 9.3, "multiplicity": 1, "smiles": "CCNC(CO)CO"}



Entry Q
{"formula": "C5H13NO2", "method": "ωB97M-V/def2-TZVPD", "elements": ["C", "C", "C", "C", "N", "C", "O", "H", "H", "H", "H", "H", "H", "H", "H", "H", "H", "H", "O", "H", "H"], "coordinates": [[-0.61, -2.16, 0.42], [-0.94, -0.82, -0.25], [-0.32, 0.45, 0.37], [0.78, 1.04, -0.51], [-1.38, 1.43, 0.65], [-1.09, 2.55, 1.39], [-0.08, 2.72, 2.03], [-0.77, -2.11, 1.48], [-1.20, -2.91, -0.10], [0.42, -2.55, 0.33], [-0.69, -0.84, -1.30], [-2.04, -0.78, -0.21], [0.16, 0.20, 1.31], [0.94, 2.06, -0.15], [0.50, 1.13, -1.57], [1.75, 0.55, -0.47], [-2.13, 1.47, -0.01], [-1.90, 3.28, 1.36], [2.64, -1.80, -1.81], [2.37, -1.29, -1.05], [3.57, -1.61, -1.89]], "gap_ev": 10.6, "multiplicity": 1, "smiles": "CC[C@@H](C)NC=O.O"}



Which structure is the most stable? The one labeled entry Q.



Entry P
{"formula": "C5H13NO2", "method": "ωB97M-V/def2-TZVPD", "elements": ["C", "C", "C", "C", "O", "O", "H", "H", "H", "H", "H", "H", "H", "H", "H", "H", "C", "N", "H", "H", "H"], "coordinates": [[0.33, -0.88, 0.77], [0.68, 0.85, 0.19], [-0.03, 1.74, 1.20], [1.07, -1.85, -0.14], [-0.95, -1.15, 0.99], [2.08, 0.95, 0.26], [2.37, 0.65, 1.13], [-1.65, -0.84, 0.04], [0.87, -0.75, 1.72], [0.47, 1.21, -0.82], [-1.11, 1.58, 1.14], [0.19, 2.79, 1.02], [0.27, 1.50, 2.22], [2.08, -1.51, -0.36], [0.53, -2.02, -1.06], [1.15, -2.82, 0.37], [-1.30, 0.11, -1.94], [-2.15, -0.30, -1.07], [-2.98, 0.28, -0.94], [-1.48, 0.97, -2.58], [-0.44, -0.51, -2.16]], "gap_ev": 8.0, "multiplicity": 1}



Entry Q
{"formula": "C5H13NO2", "method": "ωB97M-V/def2-TZVPD", "elements": ["C", "C", "C", "C", "O", "N", "C", "H", "H", "H", "H", "H", "H", "H", "H", "H", "H", "H", "O", "H", "H"], "coordinates": [[2.53, -0.95, 0.63], [1.57, -0.96, -0.53], [0.77, 0.35, -0.72], [0.00, 0.66, 0.54], [0.42, 1.44, 1.38], [-1.21, 0.07, 0.72], [-1.89, -0.90, -0.11], [2.95, -1.92, 0.89], [2.10, -0.51, 1.53], [3.44, -0.38, 0.42], [2.08, -1.29, -1.43], [0.80, -1.74, -0.40], [0.07, 0.18, -1.53], [1.40, 1.19, -1.01], [-1.55, 0.08, 1.67], [-2.75, -0.42, -0.59], [-2.28, -1.73, 0.45], [-1.22, -1.26, -0.87], [-2.76, 2.55, -0.25], [-2.41, 2.63, -1.13], [-2.09, 2.90, 0.35]], "gap_ev": 10.3, "multiplicity": 1, "smiles": "CCCC(=O)NC.O"}



Which structure is the most stable? The one labeled entry Q.



Entry P
{"formula": "C2H4ClP", "method": "ωB97M-V/def2-TZVPD", "elements": ["C", "C", "P", "Cl", "H", "H", "H", "H"], "coordinates": [[0.18, -0.01, 1.07], [0.12, -0.08, -0.33], [-0.95, 0.89, -1.10], [-0.64, 0.10, -3.28], [-0.01, 0.96, 1.44], [1.13, -0.31, 1.41], [-0.47, -0.71, 1.60], [0.63, -0.85, -0.79]], "gap_ev": 9.5, "multiplicity": 1, "smiles": "C/C=P/Cl"}



Entry Q
{"formula": "C2H4ClP", "method": "ωB97M-V/def2-TZVPD", "elements": ["C", "C", "P", "Cl", "H", "H", "H", "H"], "coordinates": [[1.30, 0.23, 0.53], [0.24, 0.03, 1.23], [-2.88, 0.32, -2.48], [-1.44, -1.04, -2.49], [1.09, 0.36, -0.52], [2.31, 0.38, 0.86], [0.06, -0.30, 2.23], [-0.69, 0.01, 0.64]], "gap_ev": [7.0, 7.0], "multiplicity": 1}



Which structure is the most stable? The one labeled entry P.



Entry P
{"formula": "C5H6NO2S", "method": "ωB97M-V/def2-TZVPD", "elements": ["C", "N", "S", "C", "O", "C", "C", "C", "O", "H", "H", "H", "H", "H", "H"], "coordinates": [[0.36, 1.31, 1.27], [0.36, 0.17, 0.19], [1.93, -0.36, -0.41], [-0.31, 0.41, -1.23], [-0.26, 1.42, -1.75], [-0.79, -0.97, -1.54], [-0.99, -1.65, -0.36], [-0.41, -1.03, 0.74], [-0.54, -1.17, 1.91], [0.70, 1.01, 2.28], [1.09, 2.09, 0.99], [-0.70, 1.58, 1.42], [2.48, 0.78, -0.73], [-1.31, -1.04, -2.42], [-1.60, -2.55, -0.37]], "gap_ev": 8.6, "total_charge": 1, "multiplicity": 1, "smiles": "C[N+]1(S)C(=O)C=CC1=O"}



Entry Q
{"formula": "C5H6NO2S", "method": "ωB97M-V/def2-TZVPD", "elements": ["C", "N", "S", "C", "O", "C", "C", "C", "O", "H", "H", "H", "H", "H", "H"], "coordinates": [[0.30, 1.07, 1.38], [-0.04, 0.49, 0.01], [0.05, 1.78, -1.26], [-1.42, -0.13, -0.15], [-2.43, 0.39, 0.14], [-1.10, -1.53, -0.59], [0.21, -1.67, -0.73], [1.01, -0.51, -0.33], [2.17, -0.33, -0.25], [1.15, 1.61, 1.35], [-0.50, 1.70, 1.54], [0.43, 0.22, 1.95], [1.45, 1.79, -1.08], [-1.80, -2.26, -1.01], [0.52, -2.63, -0.97]], "gap_ev": 9.2, "total_charge": 1, "multiplicity": 1, "smiles": "C[N+]1(S)C(=O)C=CC1=O"}



Which structure is the most stable? The one labeled entry Q.